The following is a DFT calculation (ωB97M-V with the def2-TZVPD basis set) of 2 unconnected molecules or ions with the total composition CH3FS2 at a distorted geometry.

Structure (XYZ):
```
7
Properties=species:S:1:pos:R:3:forces:R:3:lowdin_charge:R:1
S 2.108566 -0.430946 -0.155053 -1.0 0.6 0.0 0.217
S -1.271081 -0.896973 -0.352948 -1.0 -1.1 1.7 0.813
F -0.786283 1.511485 0.430184 0.2 -0.2 -0.3 -0.021
C -0.522465 0.562871 -0.459636 3.4 1.9 -2.9 -0.756
H -1.170495 -0.686860 1.010766 -0.6 -0.9 -0.7 -0.045
H -0.136354 0.918998 -1.504609 -1.0 -0.4 2.3 0.102
H 1.778115 -0.978573 1.031297 0.0 0.1 -0.2 -0.309
```
Forces are in eV/Å.

Values from the calculation:
Kohn-Sham gap (spin up / spin down), eV: 8.0 / 6.6
E, a.u.: -936.0166
Max |F|, eV/Å: 4.86
Energy relative to the best compared isomer or geometry (same formula, charge and spin), kcal per mole: 61.8



The following is a DFT calculation (ωB97M-V with the def2-TZVPD basis set) of C21H23N3O5S in the gas phase at a distorted geometry.

Structure (XYZ):
```
53
Properties=species:S:1:pos:R:3:forces:R:3:lowdin_charge:R:1
S -1.821922 -2.015415 -1.514527 0.0 0.3 0.0 1.100
O 2.773856 1.614357 1.438196 0.0 0.1 -0.2 -0.068
O -5.272166 1.445795 -6.777003 -0.2 -0.3 -0.1 0.107
O -3.965367 2.910650 -5.691754 0.0 -0.2 0.1 0.108
O -3.085326 0.837914 -4.017606 0.1 0.2 0.0 0.088
O 2.324986 -4.164645 4.170040 0.0 -0.1 0.1 -0.130
N 1.321667 -2.297406 2.298923 0.3 -0.2 0.1 -0.078
N -1.153113 1.798537 -2.243530 0.1 0.4 -0.1 0.162
N -0.157439 -2.047604 0.565611 0.0 -0.3 0.3 0.122
C -0.485765 0.051674 -0.597258 0.2 -0.5 0.5 -0.113
C 1.059526 -0.097506 1.244498 0.0 0.2 0.0 -0.041
C -0.712126 -1.320756 -0.380419 -0.1 0.6 -0.3 -0.524
C 2.681431 3.761571 0.497448 -0.1 -0.4 0.2 -0.014
C -4.394519 -0.675897 -5.023191 0.2 1.0 -0.2 0.027
C -4.377032 1.780765 -5.823494 0.1 0.7 -0.1 -0.479
C 1.843287 2.634067 1.102381 -0.2 0.5 -0.2 -0.561
C 1.272895 -2.027523 3.724757 0.2 -0.1 0.3 -0.127
C 2.187301 0.494718 2.048688 0.0 -0.2 0.3 -0.153
C 0.704395 -1.464830 1.386683 -0.4 0.2 -0.6 -0.230
C -3.695896 -1.313541 -3.995284 0.5 0.4 0.4 -0.016
C 0.452306 0.666260 0.263146 -0.2 -0.2 0.0 -0.062
C -1.236656 0.539905 -1.719264 -0.5 -0.6 -0.6 -0.264
C 1.091497 3.155444 2.337238 0.2 -0.3 -0.2 -0.017
C -2.007767 -0.454611 -2.298089 0.5 0.3 0.6 -0.388
C 1.181516 -3.726767 2.066466 0.4 -0.3 0.1 -0.142
C 0.838430 2.105669 0.061676 0.4 0.0 0.2 -0.062
C -3.997591 0.644869 -5.010451 -0.5 -1.0 -0.3 -0.179
C 2.420145 -2.781127 4.402486 -0.2 0.3 0.1 -0.192
C -2.900854 -0.345073 -3.401149 -0.6 -0.9 -0.3 -0.269
C 2.326793 -4.439791 2.787091 -0.2 0.0 -0.3 -0.188
H 3.284434 -4.122209 2.347058 -0.1 -0.1 0.0 0.128
H 3.330744 4.184970 1.258427 0.1 0.1 0.1 0.088
H 1.230007 -3.915063 0.995209 0.0 -0.1 0.1 0.123
H 1.850168 0.764504 3.063084 0.1 -0.1 -0.1 0.114
H 1.271061 2.197760 -0.938471 -0.1 0.1 0.0 0.138
H 2.381751 -2.648187 5.484961 0.0 0.1 -0.1 0.128
H 0.319305 -2.391147 4.139280 0.0 0.1 0.0 0.138
H 0.217597 -4.093915 2.443071 0.0 0.0 -0.1 0.132
H -5.493812 2.236270 -7.292920 0.2 0.0 0.2 0.130
H 3.379717 -2.399197 4.020620 -0.1 0.0 0.0 0.127
H 3.303951 3.364365 -0.299466 0.0 0.0 -0.1 0.090
H -0.903394 2.557173 -1.636143 0.0 0.0 -0.1 0.077
H 0.605140 4.096935 2.095679 -0.1 0.1 0.0 0.089
H -0.054811 2.733145 0.114569 0.0 0.0 0.0 0.126
H 2.039975 4.542882 0.099175 -0.1 0.1 0.0 0.089
H 1.792109 3.327932 3.151242 0.1 0.0 0.1 0.094
H 2.225306 -5.521631 2.691916 0.0 0.1 -0.1 0.126
H -1.816662 2.019833 -2.969522 0.1 0.1 0.1 0.093
H -5.103748 -1.106577 -5.699418 -0.2 0.0 -0.2 0.121
H 2.989543 -0.243046 2.142338 -0.1 0.0 0.1 0.140
H 0.330138 2.451089 2.665921 -0.1 0.0 0.1 0.087
H -3.749284 -2.342406 -3.705153 0.0 -0.2 0.1 0.100
H 1.354272 -0.963181 3.926235 0.0 0.0 0.0 0.106
```
Forces are in eV/Å.

Values from the calculation:
Kohn-Sham gap, eV: 7.3
E, a.u.: -1752.7167
Max |F|, eV/Å: 1.11
Energy relative to the best compared isomer or geometry (same formula, charge and spin), kcal per mole: 52.2



The following is a DFT calculation (ωB97M-V with the def2-TZVPD basis set) of C5H14N2O in the gas phase at a distorted geometry.

Structure (XYZ):
```
22
Properties=species:S:1:pos:R:3:forces:R:3:lowdin_charge:R:1
O -1.006006 -0.925630 -1.645472 1.1 -0.8 -2.3 -0.081
N -1.123991 -1.162151 1.340034 3.7 3.3 -4.1 0.016
N 0.759245 0.948753 0.952591 -1.4 -0.7 -2.6 -0.096
C 0.356172 -1.371806 1.489578 0.0 1.6 -4.9 -0.221
C -1.007902 0.393974 -2.063746 -1.5 2.1 0.7 -0.267
C 1.010635 0.798237 -0.530325 0.3 -0.9 0.0 -0.214
C -0.073226 1.479360 -1.356112 0.0 -0.1 -0.8 -0.177
C 1.186102 -0.111837 1.796865 2.1 -0.5 -0.3 -0.261
H -1.233534 -0.113957 1.153384 0.0 -1.8 0.7 0.106
H 1.043409 1.858071 1.163541 0.6 1.3 1.0 0.086
H -0.597998 2.219056 -0.719793 -0.1 -0.6 -0.4 0.102
H -1.031690 -1.073916 -0.726578 -0.5 0.0 2.2 -0.001
H 0.889611 -0.295843 -0.864901 1.0 1.6 0.8 0.107
H -1.567573 -1.428730 2.101020 -2.8 -1.2 4.5 -0.008
H 0.312046 2.034644 -2.251460 0.1 -0.2 1.1 0.105
H 0.618139 -1.576243 0.340489 0.2 -0.6 2.8 0.115
H 2.353152 -0.226495 1.689166 -1.9 -0.7 0.1 0.142
H 0.631233 -2.134750 2.141949 0.2 -1.6 0.8 0.083
H 2.018243 1.205616 -0.804565 -0.6 -0.6 0.3 0.119
H 1.069867 0.115546 2.832740 -0.4 0.7 0.8 0.094
H -0.673112 0.425888 -3.140170 -1.1 -0.3 1.0 0.125
H -2.061200 0.762357 -1.816980 1.0 -0.1 -1.4 0.124
```
Forces are in eV/Å.

Values from the calculation:
Kohn-Sham gap, eV: 10.0
E, a.u.: -383.5712
Max |F|, eV/Å: 6.46
Energy relative to the best compared isomer or geometry (same formula, charge and spin), kcal per mole: 81.3



The following is a DFT calculation (ωB97M-V with the def2-TZVPD basis set) of a molecular structure, C15H18InNO2PS2.

Structure (XYZ):
```
40
Properties=species:S:1:pos:R:3:forces:R:3:lowdin_charge:R:1
In -0.539680 -0.355234 0.669466 0.3 0.4 0.1 0.279
S -1.456932 -2.533334 1.064548 0.0 0.0 0.0 0.142
S 1.840507 -0.222368 0.041299 -0.2 -0.2 0.0 0.250
P 1.572938 -2.099029 -0.865715 -0.1 -0.2 -0.2 0.511
O 0.238022 -1.651037 -1.786624 0.1 -0.1 -0.1 -0.522
O 2.775946 -2.184155 -1.953536 -0.1 0.1 0.0 -0.426
N -0.423105 0.362269 2.880851 0.0 -0.1 0.1 0.007
C -2.446239 4.199201 0.775109 0.0 0.0 0.0 -0.079
C -1.546256 2.228684 1.841600 0.0 0.0 0.0 -0.195
C 3.759404 -1.665786 -4.076955 0.0 -0.1 0.0 -0.078
C -0.827633 1.242301 5.440413 0.0 0.0 0.0 -0.044
C -0.132576 0.059961 5.218814 0.0 0.1 0.1 -0.045
C 0.052782 -3.219062 -3.684357 0.0 0.1 0.0 -0.083
C -2.408846 3.552961 -0.453465 0.0 0.0 0.0 -0.081
C -1.309410 1.970907 4.367986 0.0 0.0 0.1 -0.001
C -1.080688 1.515678 3.072033 0.0 -0.1 -0.2 -0.203
C -0.548123 -2.703936 -2.390758 0.2 0.1 0.1 -0.337
C -1.927277 2.252690 -0.534993 0.0 0.0 0.1 -0.113
C 0.035060 -0.351217 3.913832 -0.1 0.2 -0.2 -0.107
C -1.493351 1.575494 0.601377 0.0 -0.2 0.0 -0.202
C -2.013550 3.542668 1.915570 0.0 0.0 0.1 -0.038
C 3.148844 -1.095652 -2.818491 0.0 0.0 0.1 -0.330
H 3.011326 -2.188413 -4.675426 0.0 0.0 0.0 0.067
H 4.553954 -2.371764 -3.826116 0.0 0.1 0.0 0.080
H -2.744584 4.065860 -1.346701 0.0 0.0 0.0 0.104
H 3.867304 -0.469860 -2.288732 0.0 0.0 0.1 0.103
H -2.804953 5.219175 0.846492 0.0 0.0 0.0 0.104
H -1.874921 2.875541 4.538741 0.0 0.0 0.0 0.107
H 2.270956 -0.486761 -3.037250 0.0 0.0 0.0 0.101
H 0.210107 -2.398893 -4.389814 0.0 -0.1 0.0 0.079
H 0.540984 -1.276012 3.667988 0.0 0.0 0.0 0.116
H -0.684213 -3.513712 -1.669934 0.0 0.0 0.0 0.075
H 1.008935 -3.713078 -3.508221 0.0 0.0 0.0 0.068
H 0.256502 -0.533969 6.034646 0.0 0.0 0.0 0.110
H 4.186445 -0.861231 -4.679362 0.0 0.0 0.0 0.077
H -2.025022 4.075150 2.859973 0.0 0.0 -0.1 0.102
H -1.885076 1.768224 -1.501970 0.0 0.0 0.0 0.097
H -1.524093 -2.262263 -2.574103 -0.1 0.1 0.0 0.112
H -0.630401 -3.941877 -4.139660 0.1 0.1 0.0 0.078
H -1.003087 1.591879 6.451446 0.0 0.0 -0.1 0.113
```
Forces are in eV/Å.

Values from the calculation:
⟨S²⟩: 0.75
Kohn-Sham gap (spin up / spin down), eV: 8.1 / 6.3
Multiplicity: 2
E, a.u.: -2115.5435
Max |F|, eV/Å: 0.49